1 | DFT (ωB97M-V/def2-TZVPD) results for the molecule C3H3Br2N.

Total charge: 0
LUMO: -0.18 eV
Spin multiplicity: 1
HOMO energy: -9.1 eV

Cartesian coordinates (Å):
Br -0.4756 -1.5730 3.0858
C 0.2523 -0.3373 1.8800
C -0.0524 -0.3497 0.5020
N 0.4265 0.3871 -0.6446
C -0.0446 0.6100 -1.8216
Br 0.8180 1.7533 -2.9679
H 0.8817 0.3960 2.1085
H -0.8275 -0.9808 -0.0295
H -0.9783 0.0944 -2.1129

***

2 | DFT (ωB97M-V/def2-TZVPD) results for a structure of composition C3H3Br2N.

Total charge: 0
LUMO: -2.62 eV
Spin multiplicity: 1
HOMO energy: -8.7 eV

Cartesian coordinates (Å):
C -2.0090 -2.3642 -0.6124
C 0.2271 1.1018 -0.4179
C 0.5747 0.0155 0.6061
N -1.1145 -1.6918 -0.2439
Br -0.2482 -0.0702 2.2449
Br 2.0741 -0.9982 0.2889
H -0.7749 0.8533 -0.5918
H 0.8736 1.0709 -1.2932
H 0.3972 2.0828 0.0194

***

What should be chosen as the most stable of them? Choose 1.